No. 1
{"formula": "C5H8O", "method": "ωB97M-V with the def2-TZVPD basis set", "symbols": ["C", "C", "C", "C", "C", "O", "H", "H", "H", "H", "H", "H", "H", "H"], "coordinates": [[1.653, 1.544, 0.128], [0.166, 1.708, 0.464], [-0.608, 0.567, -0.027], [-1.166, -0.443, -0.376], [-1.648, -1.775, -0.750], [-0.701, -2.771, -0.408], [1.802, 1.464, -0.953], [2.232, 2.397, 0.496], [2.048, 0.633, 0.589], [0.040, 1.767, 1.552], [-0.220, 2.645, 0.046], [-1.888, -1.803, -1.822], [-2.563, -2.026, -0.206], [0.173, -2.419, -0.618]], "forces_ev_per_a": [[0.109, 0.004, -0.027], [0.019, 0.064, 0.055], [-0.214, -0.411, -0.061], [0.266, 0.405, 0.153], [-0.281, 0.113, -0.060], [0.248, -0.119, -0.079], [-0.036, 0.036, 0.146], [-0.091, -0.118, -0.041], [-0.052, 0.151, -0.058], [-0.005, 0.056, -0.159], [0.032, -0.160, 0.031], [0.060, 0.007, 0.118], [0.076, 0.084, -0.057], [-0.128, -0.112, 0.037]], "nbo_charge": [-0.5877, -0.4727, 0.0081, -0.0635, -0.1290, -0.6997, 0.2101, 0.2104, 0.2095, 0.2278, 0.2285, 0.1844, 0.2038, 0.4700], "e_above_lowest_ev": 2.071, "homo_energy_ev": -9.65, "lumo_ev": 0.900, "orbital_gap_ev": 10.5}

***

No. 2
{"formula": "C10H16ClNO5P", "method": "ωB97M-V with the def2-TZVPD basis set", "symbols": ["C", "C", "C", "C", "C", "C", "C", "C", "P", "N", "O", "O", "C", "O", "O", "C", "O", "H", "H", "H", "H", "H", "H", "H", "H", "H", "H", "H", "H", "H", "H", "H", "H", "Cl"], "coordinates": [[3.387, 1.081, -0.130], [2.698, -0.363, -0.378], [1.630, -0.698, 0.731], [0.802, -2.025, 0.479], [0.210, -2.127, -0.982], [-1.192, -1.449, -1.037], [-1.350, 0.079, -1.231], [-1.948, 0.970, -0.295], [-2.473, 0.680, 1.478], [-3.663, 1.573, 2.005], [-1.087, 1.231, 2.310], [-2.626, -0.939, 1.908], [-2.215, 2.218, -1.169], [-3.256, 2.836, -1.061], [-1.544, 2.314, -2.413], [-0.861, 1.073, -2.312], [0.278, 1.006, -2.713], [2.693, 1.619, 0.661], [3.395, 1.643, -1.109], [4.434, 0.883, 0.242], [2.257, -0.291, -1.423], [3.500, -1.169, -0.446], [0.947, 0.184, 0.935], [2.210, -0.866, 1.697], [0.016, -2.205, 1.283], [1.531, -2.896, 0.587], [0.032, -3.243, -1.148], [0.876, -1.805, -1.817], [-1.876, -1.776, -0.202], [-1.676, -1.883, -1.978], [-4.012, 2.090, 1.188], [-0.487, 0.491, 2.515], [-2.086, -1.053, 2.716], [1.455, 2.815, 1.111]], "forces_ev_per_a": [[-0.305, -1.738, 0.343], [0.330, 0.722, -0.734], [0.130, -0.401, 0.561], [1.469, -0.180, -0.520], [-0.698, -1.039, 1.245], [-0.925, -0.070, -2.183], [-1.730, 2.408, 2.829], [1.823, -2.139, -3.158], [0.617, 2.592, 2.285], [0.893, -1.207, -1.865], [-2.257, -2.412, -1.010], [1.112, 1.745, -0.420], [-4.330, 0.768, 0.171], [1.858, -0.091, 0.510], [0.128, -3.057, 2.829], [3.970, -0.245, 0.030], [-1.829, -0.506, -0.587], [2.084, -0.876, -1.773], [0.109, -0.425, 1.222], [-0.871, 0.483, -0.383], [0.149, -0.300, 1.356], [-1.053, 0.692, 0.240], [0.894, -0.786, -0.562], [-0.685, 0.338, -0.982], [0.687, 0.346, -1.137], [-0.779, 0.974, -0.079], [0.006, 1.397, 0.035], [-0.424, 0.039, 0.980], [1.003, 0.516, -0.684], [0.380, 0.557, 1.026], [-0.115, 0.062, 0.446], [0.320, 0.629, -0.292], [-0.374, -0.126, -0.471], [-1.586, 1.331, 0.732]], "nbo_charge": [-0.6722, -0.4142, -0.4384, -0.4005, -0.3983, -0.4592, 0.0269, -0.4516, 2.1129, -1.2579, -0.9185, -0.9688, 0.7695, -0.5360, -0.4680, 0.7220, -0.4901, 0.2748, 0.1937, 0.1650, 0.1963, 0.1739, 0.2367, 0.1968, 0.1868, 0.1931, 0.1982, 0.2379, 0.2471, 0.2230, 0.3883, 0.4858, 0.5013, -0.8563], "charge": -1, "homo_energy_ev": -3.70, "lumo_ev": 1.752, "orbital_gap_ev": 5.5}

***

No. 3
{"formula": "C36H54O27", "method": "ωB97M-V with the def2-TZVPD basis set", "symbols": ["C", "C", "C", "O", "C", "O", "O", "H", "H", "H", "H", "H", "H", "C", "C", "C", "O", "C", "O", "O", "H", "H", "H", "H", "H", "H", "C", "C", "C", "O", "C", "O", "O", "H", "H", "H", "H", "H", "H", "C", "C", "C", "O", "C", "O", "O", "H", "H", "H", "H", "H", "H", "C", "C", "C", "O", "C", "O", "O", "H", "H", "H", "H", "H", "H", "C", "C", "C", "O", "C", "O", "O", "H", "H", "H", "H", "H", "H", "C", "C", "C", "O", "C", "O", "O", "H", "H", "H", "H", "H", "H", "C", "C", "C", "O", "C", "O", "O", "H", "H", "H", "H", "H", "H", "C", "C", "C", "O", "C", "O", "O", "H", "H", "H", "H", "H", "H"], "coordinates": [[-3.339, -0.261, -6.610], [-4.640, 0.497, -6.607], [-4.756, 1.643, -5.620], [-4.917, 2.768, -6.533], [-4.814, 2.393, -7.779], [-4.634, 3.264, -8.622], [-4.536, 1.118, -7.816], [-3.343, -1.210, -7.146], [-3.213, -0.675, -5.610], [-2.439, 0.261, -6.935], [-5.580, -0.050, -6.680], [-3.857, 1.782, -5.020], [-5.571, 1.350, -4.959], [0.869, 0.603, 0.969], [2.269, 0.654, 1.613], [3.421, -0.023, 0.881], [4.431, 0.878, 0.659], [4.099, 2.129, 1.113], [4.932, 2.998, 1.268], [2.826, 2.037, 1.576], [0.569, -0.443, 0.921], [0.741, 0.897, -0.073], [0.206, 1.219, 1.576], [2.238, 0.301, 2.644], [3.208, -0.454, -0.098], [3.766, -0.762, 1.604], [-0.883, 8.761, 2.723], [-2.047, 9.722, 2.592], [-1.898, 11.028, 3.458], [-2.091, 12.060, 2.441], [-1.970, 11.518, 1.242], [-2.129, 12.130, 0.183], [-1.896, 10.171, 1.329], [-1.260, 7.848, 2.261], [-0.695, 8.556, 3.777], [0.110, 9.063, 2.388], [-3.021, 9.269, 2.772], [-0.963, 11.005, 4.018], [-2.717, 11.095, 4.174], [-7.009, -10.336, -2.126], [-7.283, -9.191, -1.070], [-6.717, -9.354, 0.244], [-6.071, -8.102, 0.480], [-6.242, -7.280, -0.603], [-5.970, -6.068, -0.621], [-6.788, -7.995, -1.584], [-5.967, -10.466, -2.418], [-7.511, -10.397, -3.091], [-7.276, -11.202, -1.520], [-8.371, -9.134, -1.034], [-6.030, -10.192, 0.125], [-7.314, -9.630, 1.114], [-8.265, 6.589, 6.480], [-8.649, 5.470, 5.545], [-9.588, 5.757, 4.455], [-9.290, 4.992, 3.358], [-8.072, 4.473, 3.513], [-7.322, 4.009, 2.641], [-7.592, 4.934, 4.738], [-8.268, 6.237, 7.511], [-8.905, 7.471, 6.451], [-7.288, 6.989, 6.209], [-8.985, 4.585, 6.085], [-9.652, 6.807, 4.169], [-10.602, 5.495, 4.756], [1.108, -9.553, 8.876], [1.253, -8.465, 7.812], [0.060, -7.921, 6.991], [0.333, -6.576, 6.896], [1.314, -6.229, 7.600], [1.708, -5.054, 7.566], [1.769, -7.251, 8.400], [1.741, -9.470, 9.759], [1.273, -10.544, 8.453], [0.042, -9.598, 9.096], [2.072, -8.834, 7.194], [-0.818, -8.230, 7.558], [-0.031, -8.413, 6.022], [10.595, -3.761, -3.600], [10.672, -5.186, -4.091], [10.155, -5.400, -5.537], [11.134, -6.313, -6.037], [12.292, -6.246, -5.379], [13.320, -6.904, -5.447], [12.022, -5.687, -4.198], [11.126, -3.090, -4.274], [11.001, -3.559, -2.609], [9.506, -3.707, -3.599], [10.142, -5.814, -3.375], [10.317, -4.616, -6.278], [9.112, -5.713, -5.590], [7.096, 11.931, -0.003], [6.809, 13.452, -0.330], [5.762, 13.592, -1.297], [4.893, 14.405, -0.575], [5.292, 14.586, 0.700], [4.731, 15.253, 1.525], [6.402, 13.918, 0.896], [6.194, 11.393, 0.289], [7.889, 11.749, 0.722], [7.453, 11.468, -0.923], [7.712, 13.922, -0.720], [5.373, 12.623, -1.607], [6.221, 14.173, -2.097], [0.479, -10.080, -4.358], [0.311, -8.607, -4.444], [0.517, -7.741, -3.206], [1.560, -6.907, -3.647], [1.701, -6.950, -4.926], [2.470, -6.288, -5.605], [1.064, -8.036, -5.472], [1.383, -10.343, -3.808], [0.616, -10.581, -5.316], [-0.451, -10.394, -3.883], [-0.760, -8.562, -4.639], [1.016, -8.246, -2.379], [-0.400, -7.194, -2.987]], "forces_ev_per_a": [[0.031, -2.471, 1.907], [1.003, -0.719, -0.113], [0.308, -0.349, -0.422], [-1.492, 0.150, 3.935], [2.684, 3.515, -1.702], [-1.222, -2.404, 0.381], [-0.829, 0.510, -4.442], [-0.469, 0.262, -0.686], [0.534, 0.308, 0.452], [-0.460, 0.529, 0.213], [0.296, -0.742, 0.637], [0.004, 0.227, -0.156], [-0.392, 1.184, -0.004], [0.548, -0.107, 0.348], [0.583, 1.780, -1.962], [-0.681, -2.049, 0.190], [1.259, 1.901, -0.263], [1.378, -1.144, 1.660], [-2.388, -1.015, -0.800], [-0.706, 0.972, 0.510], [-0.261, -0.081, 0.616], [0.781, 0.506, 0.018], [-0.228, -0.342, -0.023], [-0.146, 0.439, 0.021], [-0.533, -0.345, 0.245], [0.393, -0.514, -0.552], [-0.706, -1.186, 1.807], [1.917, 0.457, 2.567], [-1.211, -1.007, -0.687], [1.029, -0.087, 1.867], [-2.005, 1.087, -3.637], [1.090, -1.597, 2.834], [-0.442, 1.709, -3.437], [0.757, -0.224, -0.122], [-0.274, -0.397, 0.260], [-0.512, 0.431, -0.695], [0.021, -0.221, -0.182], [0.268, 0.757, -0.495], [0.068, 0.273, -0.087], [0.409, -0.259, 1.509], [-2.761, -1.553, -4.437], [2.056, -0.932, 1.613], [0.235, 0.598, 0.151], [0.742, 3.336, 0.932], [-0.646, -4.280, -0.077], [0.274, 1.586, -0.477], [0.332, 0.354, 0.551], [-0.715, 0.694, 0.453], [-0.064, -0.550, -0.434], [-0.216, 0.335, 0.019], [0.905, 0.235, 0.556], [-0.545, 0.427, -0.368], [0.427, 0.319, 0.137], [0.431, -1.501, -0.210], [-3.588, 1.954, 0.764], [0.404, -1.853, -1.529], [3.984, 1.380, -1.670], [-3.012, 0.661, 2.984], [1.393, -0.974, -0.653], [0.275, 0.064, -0.091], [-0.444, -0.251, -0.267], [0.183, -0.276, 0.107], [-0.304, 0.203, 0.463], [0.435, 0.185, -0.100], [-0.181, 0.090, 0.066], [-1.645, -0.205, -0.703], [1.992, -0.440, 0.195], [0.271, -3.275, 0.904], [-3.608, -0.720, -2.806], [3.861, 4.773, 2.723], [-0.258, -3.365, 0.726], [-0.359, 1.031, -0.763], [-0.166, 0.451, -0.197], [0.376, 0.090, -0.258], [-0.025, 0.092, 0.920], [-0.078, 0.250, -0.635], [-0.552, 0.954, 0.026], [0.191, 0.366, -0.134], [0.012, -0.543, -0.338], [1.008, 0.096, -0.438], [1.194, 0.597, 0.066], [0.001, -1.540, -2.171], [0.746, -3.150, 3.026], [-1.799, 1.642, -1.929], [-0.167, 1.919, 1.299], [-0.510, 0.126, -0.221], [-0.188, -0.497, 0.074], [-0.090, 1.301, 0.133], [0.019, -0.314, -0.147], [-0.597, 1.043, 0.785], [0.362, -0.678, -0.141], [0.727, 0.462, -1.411], [4.440, -5.108, 1.533], [-0.327, 0.732, -1.212], [-2.484, 1.078, -0.205], [-1.571, 1.440, 1.002], [0.217, -0.611, -0.895], [0.468, 1.167, 1.178], [-0.126, 0.327, 0.119], [-0.171, 0.409, 0.178], [-0.011, -0.215, -0.170], [0.278, 0.215, 0.710], [-0.586, 0.339, -0.165], [-0.855, -0.237, -0.658], [0.934, -0.666, 0.587], [-2.330, -1.023, -0.265], [0.949, -0.928, -0.096], [-0.065, 1.965, 1.621], [3.089, 0.087, -4.418], [-1.689, -0.653, 1.556], [0.044, 1.249, 0.556], [-0.142, -0.214, 0.436], [-0.457, 0.347, -0.189], [0.401, -0.779, 0.212], [-0.124, 0.788, -0.775], [-0.956, -0.298, 0.342], [0.347, 0.132, 0.438]], "lowdin_charge": [-0.0192, -0.3478, -0.0459, 0.0926, -0.5906, 0.1248, 0.0822, 0.0856, 0.0835, 0.1056, 0.1624, 0.1345, 0.1322, -0.0227, -0.2428, -0.1554, 0.0501, -0.5023, 0.1417, 0.0586, 0.0840, 0.0852, 0.0841, 0.1480, 0.1388, 0.1328, -0.0271, -0.3597, -0.0347, 0.0841, -0.5306, 0.1206, 0.0720, 0.0888, 0.0798, 0.0987, 0.1555, 0.1268, 0.1258, -0.0034, -0.3508, -0.1179, 0.0729, -0.4940, 0.1151, 0.1051, 0.0822, 0.0811, 0.0783, 0.1551, 0.1302, 0.1463, -0.0057, -0.3337, -0.1672, 0.0966, -0.4687, 0.1174, 0.0562, 0.0838, 0.0849, 0.0940, 0.1546, 0.1443, 0.1434, -0.0152, -0.2998, -0.0898, 0.1250, -0.5756, 0.1122, 0.0805, 0.0934, 0.0808, 0.0741, 0.1437, 0.1307, 0.1399, -0.0261, -0.3058, -0.0659, 0.0542, -0.5506, 0.1290, 0.0701, 0.0915, 0.0874, 0.0917, 0.1513, 0.1365, 0.1365, -0.0058, -0.3648, -0.1395, 0.0966, -0.5638, 0.1608, 0.1217, 0.0908, 0.0806, 0.0777, 0.1577, 0.1434, 0.1446, -0.0276, -0.3827, -0.0620, 0.0974, -0.5618, 0.1314, 0.1064, 0.0893, 0.0947, 0.0920, 0.1401, 0.1427, 0.1402], "e_above_lowest_ev": 8.561, "homo_energy_ev": -10.51, "lumo_ev": -0.081, "orbital_gap_ev": 10.4}

***

No. 4
{"formula": "C4H11NO3", "method": "ωB97M-V with the def2-TZVPD basis set", "symbols": ["C", "C", "O", "C", "N", "C", "O", "H", "H", "H", "H", "H", "H", "H", "H", "H", "O", "H", "H"], "coordinates": [[-2.015, 0.121, 1.071], [-0.459, -0.312, 0.732], [0.239, -0.418, 1.945], [0.385, 0.643, -0.111], [0.645, 2.020, 0.117], [1.939, 0.109, -0.409], [2.075, -0.654, -1.294], [-2.976, 0.128, 0.485], [-1.970, 1.146, 1.474], [-2.170, -0.602, 1.869], [-0.556, -1.273, 0.208], [0.450, -1.320, 2.247], [-0.250, 0.435, -1.128], [-0.217, 2.511, -0.056], [0.950, 2.136, 1.075], [2.825, 0.354, 0.186], [0.026, -1.765, -2.668], [0.269, -1.493, -3.549], [0.811, -1.765, -2.194]], "forces_ev_per_a": [[1.134, 0.413, 0.561], [-1.265, 0.466, -0.149], [0.281, -0.541, 1.402], [0.510, -2.352, -3.888], [-0.988, 0.330, 0.451], [-3.563, 0.069, 1.414], [1.178, -1.558, -1.852], [1.661, -0.486, -0.566], [0.047, -0.434, 0.309], [-0.391, 0.335, 0.380], [0.449, 0.219, 0.005], [-0.509, 0.512, -0.496], [2.112, 1.140, 1.608], [-0.017, 0.672, 0.327], [-0.125, 0.367, 0.182], [-0.177, 0.875, 0.488], [-2.776, -0.397, -1.282], [0.052, 0.105, -0.344], [2.389, 0.265, 1.448]], "nbo_charge": [-0.6656, 0.0914, -0.7544, -0.1425, -0.8314, 0.4645, -0.5638, 0.2321, 0.2020, 0.2169, 0.1906, 0.4869, 0.2154, 0.3676, 0.3664, 0.1291, -0.9524, 0.4651, 0.4820], "e_above_lowest_ev": 3.340, "homo_energy_ev": -9.10, "lumo_ev": 0.679, "orbital_gap_ev": 9.8}

***

No. 5
{"formula": "HN3O", "method": "ωB97M-V with the def2-TZVPD basis set", "symbols": ["N", "N", "N", "O", "H"], "coordinates": [[1.776, 0.565, 0.322], [1.876, 0.450, 1.588], [0.435, 0.542, 0.376], [0.496, 0.268, 1.749], [-0.329, -0.134, -0.276]], "forces_ev_per_a": [[0.530, -0.316, 0.240], [-0.134, -0.105, -0.649], [-3.784, -1.762, -2.174], [-0.033, -0.044, 0.144], [3.420, 2.227, 2.439]], "nbo_charge": [-0.0835, 0.0587, -0.1643, -0.2119, 0.4011], "e_above_lowest_ev": 3.597, "homo_energy_ev": -11.10, "lumo_ev": 0.368, "orbital_gap_ev": 11.5}

***

No. 6
{"formula": "CH2Cl2N2", "method": "ωB97M-V with the def2-TZVPD basis set", "symbols": ["C", "N", "N", "Cl", "Cl", "H", "H"], "coordinates": [[-1.471, 1.579, 0.739], [-0.812, 2.396, 0.114], [-0.072, -0.371, 0.444], [-2.772, 1.180, 1.609], [-1.384, 4.122, 0.016], [0.815, -0.205, 0.895], [0.008, -0.007, -0.495]], "forces_ev_per_a": [[3.236, -2.453, -0.844], [-0.224, 1.122, -0.046], [-2.668, 1.397, 0.275], [-0.902, 0.098, 0.506], [-0.058, -0.930, 0.168], [0.333, 0.707, 0.325], [0.284, 0.059, -0.384]], "nbo_charge": [0.2990, -0.4120, -0.7792, 0.1895, 0.0466, 0.3276, 0.3284], "e_above_lowest_ev": 4.492, "homo_energy_ev": [-9.13, -9.13], "lumo_ev": [-1.882, -1.883], "orbital_gap_ev": [7.2, 7.3]}

***

These records have DFT total energy values of -270.48179 -1623.15967 -3435.49898 -439.40318 -239.91493 -1069.00706 Eh, in the order they appear.